Record 1
{
  "formula": "C10H12Cl12O6",
  "method": "wB97M-V/def2-TZVPD",
  "species": ["C", "Cl", "Cl", "Cl", "H", "C", "Cl", "Cl", "Cl", "H", "C", "Cl", "Cl", "Cl", "H", "C", "Cl", "Cl", "Cl", "H", "C", "C", "O", "C", "O", "O", "H", "H", "H", "H", "C", "C", "O", "C", "O", "O", "H", "H", "H", "H"],
  "xyz": [[0.738, 2.137, 4.017], [0.239, 1.362, 5.577], [-0.570, 3.280, 3.409], [0.796, 0.972, 2.613], [1.705, 2.600, 4.215], [3.505, 1.755, -1.070], [4.350, 1.780, 0.513], [3.188, 0.114, -1.566], [4.430, 2.575, -2.367], [2.563, 2.280, -0.910], [-2.905, 1.444, 1.407], [-2.461, 0.392, 2.789], [-3.771, 2.798, 2.070], [-3.846, 0.572, 0.134], [-1.996, 1.837, 0.950], [0.224, 2.356, 0.142], [1.499, 3.624, 0.192], [0.776, 0.851, -0.618], [-1.187, 3.111, -0.719], [-0.039, 2.153, 1.181], [-1.867, -2.980, 1.013], [-1.774, -2.659, -0.441], [-0.872, -1.626, -0.551], [-1.071, -0.835, 0.535], [-0.644, 0.319, 0.687], [-1.687, -1.666, 1.535], [-1.069, -3.597, 1.426], [-2.813, -3.443, 1.294], [-2.748, -2.394, -0.855], [-1.295, -3.490, -0.960], [1.788, -1.685, -2.945], [0.972, -0.921, -1.903], [-0.285, -0.996, -2.406], [-0.399, -2.271, -3.001], [-1.427, -2.913, -3.139], [0.887, -2.736, -3.212], [2.709, -2.014, -2.465], [2.041, -0.994, -3.750], [1.307, 0.115, -1.969], [1.008, -1.207, -0.852]],
  "forces_ev_per_a": [[-1.452, -0.629, -0.599], [0.283, 0.420, -1.189], [1.174, -0.105, 1.108], [1.580, -0.006, 3.014], [-0.375, 0.163, -0.426], [1.213, 0.276, 0.003], [-0.090, 0.036, -0.600], [4.178, 0.566, 0.376], [-0.236, -0.071, 0.609], [0.722, -0.425, -0.500], [0.052, -0.343, 0.727], [-1.085, 1.165, 0.267], [-0.612, 0.532, -0.213], [0.434, 0.353, 0.629], [-0.747, -0.435, 0.259], [-0.021, 1.548, -0.210], [-0.739, 0.157, 0.460], [1.848, 7.973, -0.738], [0.729, -0.516, 0.025], [-0.143, 0.693, -0.849], [0.360, 0.376, 0.233], [-0.448, -3.305, -0.624], [-1.412, 1.880, 4.465], [0.399, -0.214, 2.042], [-6.768, -7.334, 2.932], [0.994, 1.721, -1.067], [0.178, -0.126, -0.288], [-0.113, 0.509, 0.112], [0.138, -0.010, -0.188], [-0.709, -0.051, -0.204], [0.070, 0.362, 2.118], [2.101, -0.571, -2.588], [-1.812, -1.730, -4.624], [-0.611, -0.114, 0.679], [2.676, 1.873, -0.348], [-1.392, -0.427, -1.031], [-0.129, -0.805, -0.541], [-0.333, -0.508, -0.576], [-0.615, -1.787, -1.930], [0.712, -1.090, -0.725]],
  "mulliken_charge": [-0.13, -0.12, -0.07, 0.10, 0.42, 1.04, -0.12, -0.25, -0.16, -0.63, 1.57, -0.10, -0.10, -0.16, -1.29, 1.88, -0.22, 0.01, -0.15, -1.45, -0.52, -0.52, 0.02, -0.48, 0.13, -0.36, 0.29, 0.37, 0.17, 0.52, -0.45, -0.57, -0.27, 0.55, -0.55, -0.37, 0.53, 0.34, 0.46, 0.67],
  "largest_force_ev_per_a": 10.40,
  "lumo_ha": 0.0075,
  "mol_weight_da": 653.64,
  "relative_energy_kj_mol": 849.2,
  "orbital_gap_ev": 9.277
}


Record 2
{
  "formula": "C7H21NO4",
  "method": "wB97M-V/def2-TZVPD",
  "species": ["C", "C", "N", "C", "C", "C", "C", "C", "H", "H", "H", "H", "H", "H", "H", "H", "H", "H", "H", "H", "H", "H", "H", "O", "H", "H", "O", "H", "H", "O", "H", "H", "O"],
  "xyz": [[0.987, -2.064, 0.789], [-0.256, -1.978, 1.694], [-1.332, -1.234, -0.843], [-1.546, -0.396, 0.201], [-1.106, -0.720, 1.501], [-1.043, 0.198, 2.662], [-1.545, 2.022, -0.410], [-2.195, 0.912, -0.132], [1.803, -2.548, 1.304], [0.787, -2.650, -0.107], [1.238, -1.079, 0.416], [-1.031, -2.735, 1.508], [-0.035, -2.003, 2.756], [-1.083, -2.189, -0.592], [-2.200, -1.313, -1.374], [-1.806, 0.969, 2.747], [-0.047, 0.610, 2.792], [-1.312, -0.433, 3.514], [-0.514, 2.228, -0.635], [-2.171, 2.893, -0.564], [-3.274, 0.868, -0.017], [1.126, 2.935, -2.194], [1.451, 1.668, -2.923], [1.867, 2.494, -2.622], [1.522, 2.276, 0.869], [1.658, 0.647, 0.903], [1.118, 1.424, 1.036], [-0.032, 0.348, -1.737], [0.257, -0.561, -2.909], [0.061, 0.359, -2.693], [2.479, -0.055, -1.026], [3.232, -0.201, -2.345], [2.940, -0.696, -1.569]],
  "forces_ev_per_a": [[-0.813, -0.402, -0.190], [-1.582, 0.854, -0.123], [-1.929, -1.165, 1.268], [0.216, 0.733, -0.295], [2.497, 0.285, -0.021], [-2.059, -0.517, 0.548], [-0.986, 1.110, -0.773], [0.264, -1.249, 0.908], [0.264, 0.158, 0.094], [0.160, -0.119, 0.027], [0.378, 0.038, 0.117], [0.550, -0.687, 0.052], [0.274, -0.263, -0.036], [0.437, 0.222, 0.043], [0.494, 0.587, -1.031], [0.215, 0.373, -0.712], [0.187, -0.043, -0.052], [0.533, -0.068, 0.290], [0.297, -0.658, 0.460], [-0.034, 0.077, -0.033], [-0.065, 0.374, -0.027], [0.118, 0.280, -0.145], [0.062, 0.204, -0.070], [-0.117, -0.331, 0.245], [0.845, -0.295, -0.180], [0.951, 0.586, -0.030], [-1.391, -0.203, 0.202], [0.056, 0.053, -0.086], [0.126, 0.054, -0.143], [0.015, -0.107, -0.184], [0.119, 0.376, -0.193], [0.053, 0.067, 0.106], [-0.134, -0.326, -0.035]],
  "mulliken_charge": [-0.87, -0.95, -0.16, 0.41, 0.69, -1.62, -0.66, -0.20, 0.40, 0.38, -0.05, 0.50, 0.48, 0.27, 0.28, 0.41, 0.31, 0.53, -0.01, 0.32, 0.42, 0.29, 0.35, -0.63, 0.31, 0.30, -0.58, 0.28, 0.35, -0.60, 0.28, 0.34, -0.57],
  "largest_force_ev_per_a": 2.59,
  "lumo_ha": [-0.1274, -0.2532],
  "charge": 1,
  "mol_weight_da": 183.25,
  "relative_energy_kj_mol": 70.1,
  "orbital_gap_ev": [10.451, 7.031],
  "multiplicity": 2
}


What did the second record say?
{
  "formula": "C7H21NO4",
  "method": "wB97M-V/def2-TZVPD",
  "species": ["C", "C", "N", "C", "C", "C", "C", "C", "H", "H", "H", "H", "H", "H", "H", "H", "H", "H", "H", "H", "H", "H", "H", "O", "H", "H", "O", "H", "H", "O", "H", "H", "O"],
  "xyz": [[0.987, -2.064, 0.789], [-0.256, -1.978, 1.694], [-1.332, -1.234, -0.843], [-1.546, -0.396, 0.201], [-1.106, -0.720, 1.501], [-1.043, 0.198, 2.662], [-1.545, 2.022, -0.410], [-2.195, 0.912, -0.132], [1.803, -2.548, 1.304], [0.787, -2.650, -0.107], [1.238, -1.079, 0.416], [-1.031, -2.735, 1.508], [-0.035, -2.003, 2.756], [-1.083, -2.189, -0.592], [-2.200, -1.313, -1.374], [-1.806, 0.969, 2.747], [-0.047, 0.610, 2.792], [-1.312, -0.433, 3.514], [-0.514, 2.228, -0.635], [-2.171, 2.893, -0.564], [-3.274, 0.868, -0.017], [1.126, 2.935, -2.194], [1.451, 1.668, -2.923], [1.867, 2.494, -2.622], [1.522, 2.276, 0.869], [1.658, 0.647, 0.903], [1.118, 1.424, 1.036], [-0.032, 0.348, -1.737], [0.257, -0.561, -2.909], [0.061, 0.359, -2.693], [2.479, -0.055, -1.026], [3.232, -0.201, -2.345], [2.940, -0.696, -1.569]],
  "forces_ev_per_a": [[-0.813, -0.402, -0.190], [-1.582, 0.854, -0.123], [-1.929, -1.165, 1.268], [0.216, 0.733, -0.295], [2.497, 0.285, -0.021], [-2.059, -0.517, 0.548], [-0.986, 1.110, -0.773], [0.264, -1.249, 0.908], [0.264, 0.158, 0.094], [0.160, -0.119, 0.027], [0.378, 0.038, 0.117], [0.550, -0.687, 0.052], [0.274, -0.263, -0.036], [0.437, 0.222, 0.043], [0.494, 0.587, -1.031], [0.215, 0.373, -0.712], [0.187, -0.043, -0.052], [0.533, -0.068, 0.290], [0.297, -0.658, 0.460], [-0.034, 0.077, -0.033], [-0.065, 0.374, -0.027], [0.118, 0.280, -0.145], [0.062, 0.204, -0.070], [-0.117, -0.331, 0.245], [0.845, -0.295, -0.180], [0.951, 0.586, -0.030], [-1.391, -0.203, 0.202], [0.056, 0.053, -0.086], [0.126, 0.054, -0.143], [0.015, -0.107, -0.184], [0.119, 0.376, -0.193], [0.053, 0.067, 0.106], [-0.134, -0.326, -0.035]],
  "mulliken_charge": [-0.87, -0.95, -0.16, 0.41, 0.69, -1.62, -0.66, -0.20, 0.40, 0.38, -0.05, 0.50, 0.48, 0.27, 0.28, 0.41, 0.31, 0.53, -0.01, 0.32, 0.42, 0.29, 0.35, -0.63, 0.31, 0.30, -0.58, 0.28, 0.35, -0.60, 0.28, 0.34, -0.57],
  "largest_force_ev_per_a": 2.59,
  "lumo_ha": [-0.1274, -0.2532],
  "charge": 1,
  "mol_weight_da": 183.25,
  "relative_energy_kj_mol": 70.1,
  "orbital_gap_ev": [10.451, 7.031],
  "multiplicity": 2
}